# C3H3FIO2

A cluster of 2 separate species, C3H3FIO2 in total (ωB97M-V/def2-TZVPD, the OMol25 dataset).

Calculated values
- gap between HOMO and LUMO (eV) = 6.85
- charge = -1
- energy above the lowest of the compared OMol25 structures with the same formula, charge and spin (kcal per mole) = 10.35

XYZ file:
```
10
Properties=species:S:1:pos:R:3:forces:R:3
C -0.047400 -1.177453 1.393863 -2.6 -1.2 4.9
C 0.236124 0.192680 -0.880082 -0.6 -2.7 -0.2
C 0.500545 -0.186593 0.563906 1.0 2.7 -1.4
O -0.753424 -1.580403 2.322292 1.7 0.8 -3.1
O 1.167629 -1.429074 0.960505 0.9 -0.5 -0.4
F 1.063337 0.938824 1.229198 -0.8 -1.8 -0.7
I -2.590798 2.576011 -1.952975 0.0 0.0 0.0
H 1.073922 0.809155 -1.216810 -0.7 0.3 -0.1
H 0.144430 -0.746039 -1.606529 0.3 1.8 1.8
H -0.794365 0.602892 -0.813367 0.8 0.7 -0.8
```
Positions in Å, forces in eV/Å.

---

# C22H25ClFN3O5S

A structure of composition C22H25ClFN3O5S (ωB97M-V/def2-TZVPD, the OMol25 dataset).

Calculated values
- gap between HOMO and LUMO (eV) = 8.38
- energy above the lowest of the compared OMol25 structures with the same formula, charge and spin (kcal per mole) = 472.09

XYZ file:
```
58
Properties=species:S:1:pos:R:3:forces:R:3
O -2.703470 2.579231 -2.316155 -3.0 2.2 -3.1
C -1.832522 2.160481 -1.669261 2.9 -3.0 4.6
N -1.005051 1.098849 -1.993356 4.1 2.1 9.6
H -0.226664 0.827497 -1.194294 -2.8 1.4 -2.2
C -0.694683 0.547320 -3.175678 -6.3 -4.6 0.7
C -2.196555 -0.214488 -3.332567 0.5 0.0 -1.6
C -2.205071 -0.841180 -4.602228 0.0 -5.0 -6.1
H -3.101254 -1.179815 -5.214764 0.0 1.0 1.5
C -1.481645 -2.404974 -4.448028 -3.8 0.1 0.7
H -0.448489 -2.202690 -4.447743 1.4 -0.7 -0.3
H -1.951462 -3.284674 -5.121419 1.7 2.5 0.8
C -2.041503 -2.749073 -3.016975 9.5 13.2 -5.8
H -2.813458 -3.102735 -3.092745 -14.6 -7.4 -1.2
H -1.438175 -3.087938 -2.394418 5.4 -3.3 5.4
O -2.371580 -1.362436 -2.538240 -0.7 0.3 3.7
H -1.654240 -0.363541 -5.387763 0.7 0.6 -0.3
H -3.000951 0.607675 -3.307520 1.1 -1.6 0.9
H -0.773232 1.268520 -3.815373 0.7 3.6 -5.0
H -0.113546 -0.310023 -3.251436 2.1 -0.6 0.2
C -1.816391 2.675611 -0.049309 15.5 -0.5 -6.6
N -0.710421 2.016350 0.813445 -3.9 -1.4 0.2
C -1.126303 0.807135 1.565494 -1.4 4.5 -6.6
O -0.385198 0.405674 2.327647 4.0 -2.4 6.1
C -2.281491 -0.009252 1.056365 -1.3 -0.5 -0.9
N -1.539269 -1.413217 0.063868 -2.1 4.8 10.5
S -0.039504 -1.505225 0.086173 -4.2 0.7 13.6
O 0.204395 -2.493302 -0.690232 3.1 -15.8 -10.5
O 0.704598 -0.488844 -0.277720 7.0 12.2 -1.9
C 0.364593 -2.032393 1.938247 4.6 4.1 -6.0
C -0.571324 -2.713841 2.543265 -1.8 -3.5 2.4
C -0.227414 -3.353662 3.732579 1.1 1.2 4.2
C 1.185259 -3.023514 4.255688 -9.4 -2.9 -1.7
C 1.962049 -2.281088 3.537741 0.2 1.0 -2.1
C 1.765143 -1.734227 2.336256 -7.5 -2.2 -0.8
H 2.401719 -1.211516 1.738519 1.6 1.3 -1.3
H 2.827144 -2.213262 3.927797 6.5 0.9 2.8
F 1.507557 -3.485477 5.405968 1.1 -0.9 2.4
H -1.117181 -3.715678 4.519887 2.8 0.4 -2.4
H -1.530908 -3.010330 2.111009 0.2 0.8 -0.1
H -2.127926 -1.405213 -0.602363 -4.6 -0.3 -7.0
H -2.952423 0.677094 0.320941 1.4 -2.5 1.6
H -2.840698 -0.384997 2.049912 1.1 0.3 -2.8
C 0.390665 2.842391 1.384015 -1.9 2.0 -8.1
C 1.725918 2.432867 0.778356 -0.6 -2.2 -1.1
C 2.093211 2.501808 -0.570589 -3.6 5.4 -1.3
C 3.213028 2.243179 -1.267780 2.3 -2.7 0.2
C 4.033702 1.464529 -0.393870 2.8 -0.4 -4.5
C 3.683590 1.222906 0.874602 5.8 -6.3 1.8
C 2.510183 1.426477 1.360314 -5.8 3.4 7.3
H 2.157858 1.193695 2.582742 1.3 0.2 -3.9
H 4.313732 0.366945 1.488420 -1.1 2.5 -1.7
H 4.951907 0.884420 -0.842538 -1.7 1.6 1.0
H 3.468897 2.363741 -2.381569 -0.8 0.1 2.2
Cl 1.018844 3.794310 -1.594999 0.8 -1.2 0.9
H 0.319754 2.897720 2.340862 0.3 -0.4 6.3
H -0.019531 3.914812 1.058511 1.8 -1.9 0.5
H -2.634801 2.701011 0.277758 -12.1 -0.2 5.0
H -1.441636 3.704841 -0.164552 -0.4 -0.3 -0.1
```
Positions in Å, forces in eV/Å.

---

# C22H42Cl14N2

A cluster of 9 separate species, C22H42Cl14N2 in total (ωB97M-V/def2-TZVPD, the OMol25 dataset).

Calculated values
- gap between HOMO and LUMO (eV) = 9.75
- structure (SMILES) = CCCC#N.CCCC#N.ClCCCl.ClCCCl.ClCCCl.ClCCCl.ClCCCl.ClCCCl.ClCCCl

XYZ file:
```
80
Properties=species:S:1:pos:R:3:forces:R:3
C 5.616999 -3.831953 -0.778421 -1.4 0.5 -0.6
C 4.213349 -3.928293 -1.485411 1.7 -0.5 -0.4
C 2.979999 -3.410623 -0.729551 0.4 -0.4 -0.2
C 3.216029 -2.295363 0.174269 0.2 0.9 0.8
N 3.365009 -1.409193 0.902949 -0.1 -0.6 -0.8
H 5.644209 -4.470443 0.104579 0.0 0.6 0.4
H 5.689409 -2.750193 -0.665941 0.5 -0.1 1.2
H 6.497109 -4.086623 -1.368891 -0.4 -0.3 -0.5
H 4.079749 -4.964903 -1.794741 -0.5 0.0 0.0
H 4.287109 -3.357263 -2.410931 0.0 0.0 -0.1
H 2.495879 -4.210843 -0.169751 -0.1 0.1 0.1
H 2.308079 -3.046383 -1.506691 -0.3 -0.2 0.3
C -5.485661 0.631427 1.089329 -0.2 -1.1 -0.2
C -5.343191 0.281487 -0.423721 1.0 0.9 0.3
C -4.150051 1.020637 -1.111711 -0.9 0.7 1.0
C -4.323471 2.525857 -0.936961 0.9 -1.2 -0.7
N -4.363931 3.672327 -0.825541 -0.2 -0.5 0.1
H -4.532531 0.573947 1.615009 0.3 0.4 -0.3
H -6.017301 -0.179563 1.587089 -0.4 -0.1 -0.1
H -6.022581 1.537087 1.371439 0.3 0.2 -0.5
H -6.226021 0.524647 -1.014981 -0.2 -0.2 0.3
H -5.089041 -0.772003 -0.540641 -0.4 -0.1 0.1
H -4.074911 0.693287 -2.148681 -0.2 0.6 -0.2
H -3.217961 0.691087 -0.652691 0.1 0.4 0.2
Cl 1.630059 5.866117 -0.268961 -0.1 0.7 0.6
C 0.633239 5.052407 -1.475101 -1.0 -1.0 -0.1
C -0.904621 4.971577 -1.175701 1.1 0.4 0.2
Cl -1.624101 6.581377 -1.251661 -0.2 0.7 0.2
H 1.066889 4.054067 -1.417091 -0.4 -0.2 -0.6
H 0.849459 5.540277 -2.425531 -0.2 -0.2 0.0
H -1.073961 4.570717 -0.176331 0.0 0.0 -0.1
H -1.510821 4.424817 -1.897981 0.7 -0.4 0.0
Cl 0.299399 -0.751713 3.579629 0.2 -0.8 0.4
C 0.350709 -2.237003 4.621849 -0.7 -0.2 -0.1
C 0.664769 -3.548243 3.905599 -0.5 0.4 0.0
Cl 2.264319 -3.644903 3.232329 1.1 0.0 -0.2
H -0.657331 -2.392613 5.006239 -0.2 0.3 -0.1
H 0.964309 -2.020573 5.496349 0.3 -0.1 -0.4
H 0.012179 -3.735413 3.052849 -0.3 0.3 0.2
H 0.530139 -4.367003 4.612429 0.1 0.1 0.1
Cl -2.450581 6.095077 2.959859 -0.1 -0.4 0.1
C -2.595081 4.494987 3.746699 -0.7 -0.2 0.3
C -3.728271 3.560077 3.193709 1.4 1.1 0.8
Cl -5.398251 4.264817 3.472509 1.3 -0.6 -0.3
H -2.749951 4.622397 4.818099 -0.4 0.5 -0.1
H -1.605731 4.037527 3.749609 -0.1 -0.3 -0.7
H -3.566331 2.676617 3.811269 -0.7 -0.2 -0.2
H -3.552841 3.324157 2.144099 -0.5 0.2 0.0
Cl -0.461971 1.239097 -1.201821 -0.2 0.5 -0.1
C 0.268269 0.514997 0.256809 1.2 0.2 0.1
C 1.195329 1.530287 1.093139 -1.6 -2.0 -0.7
Cl 0.161199 2.821587 1.795019 0.4 -0.2 -0.3
H 0.807869 -0.327493 -0.175791 0.8 0.5 0.3
H -0.531781 -0.032213 0.755399 0.0 0.8 0.7
H 2.031539 1.911497 0.507029 -0.5 0.3 -0.1
H 1.618779 0.949707 1.912729 -0.1 0.1 0.0
Cl -2.509541 -2.209013 1.918719 -0.6 -1.5 -0.2
C -2.491481 -3.799983 0.962179 1.3 1.2 -0.6
C -1.718411 -3.435023 -0.326291 -1.0 -0.2 -0.2
Cl -0.127991 -2.716703 -0.080631 0.4 -0.5 0.3
H -3.475421 -4.209493 0.733599 -0.2 0.7 0.0
H -1.965641 -4.595373 1.490339 0.2 0.4 0.4
H -2.230131 -2.654893 -0.889911 -0.4 -0.3 0.1
H -1.617131 -4.320573 -0.953701 0.1 0.0 0.0
Cl 1.829739 -2.759913 -3.848451 1.3 -1.4 0.8
C 0.802609 -1.386763 -3.899631 -1.3 0.4 0.0
C -0.353571 -1.718023 -4.860902 1.3 1.2 -0.7
Cl 0.408839 -2.318303 -6.387101 -0.7 0.1 -0.2
H 1.439289 -0.543553 -4.167461 -0.4 0.0 -0.5
H 0.386629 -1.142513 -2.922181 0.1 -0.2 0.2
H -0.785011 -0.753343 -5.128041 -0.5 -0.3 0.0
H -1.083741 -2.451313 -4.518481 0.3 0.1 0.1
Cl 3.142009 0.888247 -2.340201 -1.3 -0.5 -0.1
C 4.845479 1.065107 -2.127091 1.4 0.6 0.2
C 5.194819 1.725657 -0.782611 -1.3 -0.3 -0.6
Cl 4.192029 3.215147 -0.501621 0.9 -0.2 -0.1
H 5.196009 1.601357 -3.008941 0.2 0.2 0.3
H 5.347799 0.097757 -2.128171 -0.2 -0.2 0.0
H 6.270349 1.898627 -0.745001 -0.2 0.3 0.3
H 4.819349 1.037737 -0.025061 0.5 0.0 0.2
```
Positions in Å, forces in eV/Å.

---

# C8H17ClINO3OsP

A structure of composition C8H17ClINO3OsP (ωB97M-V/def2-TZVPD, the OMol25 dataset).

Calculated values
- gap between HOMO and LUMO (alpha / beta) (eV) = 6.34 / 4.72
- charge = +3
- energy above the lowest of the compared OMol25 structures with the same formula, charge and spin (kcal per mole) = 0.79
- expectation value of S² = 6.031
- spin multiplicity = 5

XYZ file:
```
33
Properties=species:S:1:pos:R:3:forces:R:3
C 0.265123 -2.592041 0.390180 1.1 0.6 -0.1
C 1.424461 -1.984086 1.348008 -0.1 -4.8 3.3
H 0.734943 -3.365205 -0.211573 0.3 -0.2 0.1
H -0.140480 -1.804794 -0.253771 0.4 -0.5 -0.1
H -0.590063 -2.927314 0.988874 0.7 -0.1 0.4
O 2.034241 -2.408894 2.254703 -2.5 1.4 -4.0
I 3.299738 -0.304043 2.944840 1.1 1.0 0.6
Os -0.754047 0.300745 -0.455379 -1.9 -3.6 6.8
P -0.127920 1.069938 -2.259335 4.3 3.4 -6.2
C 1.636167 1.440523 -2.694258 -0.3 0.0 0.6
C -0.518057 -0.224291 -3.378993 -0.9 -0.4 0.4
H -1.900962 2.681969 -2.046959 0.3 0.1 -0.4
H -0.800548 2.999740 -3.443359 0.0 0.0 0.2
H -0.297937 3.389278 -1.766851 -0.1 -0.5 -0.4
C -0.860822 2.665877 -2.396175 -1.0 1.5 -0.1
H -1.463357 -0.648522 -3.128637 -1.0 -0.4 -0.3
H -0.524213 0.147880 -4.368720 -0.1 0.4 -1.3
H 1.695594 1.764176 -3.750708 -0.2 -0.2 0.5
H 2.270885 0.563579 -2.512046 -0.1 0.3 -0.4
H 0.200610 -1.007323 -3.310935 0.9 -0.6 0.1
H 1.961417 2.266039 -2.049134 0.1 -0.1 -0.2
C 1.176477 0.128423 -0.235678 1.7 1.3 0.6
O 2.266830 0.203488 0.031704 -0.1 -0.2 -0.6
Cl -2.824156 0.853642 -0.314051 -1.5 0.5 0.1
C -0.175399 -0.977145 3.961389 0.0 0.1 0.5
C -0.961441 -0.341261 2.871030 -1.0 0.3 -0.5
N -1.993616 0.477061 3.105168 2.6 -2.2 -1.9
O -0.634504 -0.688260 1.656949 -0.4 1.4 0.6
H -0.616586 -0.845803 4.950901 -0.1 0.0 -0.2
H 0.826059 -0.517680 4.006623 -0.4 -0.2 -0.1
H -0.063105 -2.057942 3.763169 -0.1 0.5 0.1
H -2.475777 0.858713 2.325824 -0.6 0.5 -0.4
H -2.069553 0.883522 3.977184 -0.7 0.9 2.3
```
Positions in Å, forces in eV/Å.

---

Looking at max |F| for the records above, in order, we have 5.63; 19.19; 2.62; 8.26 eV/A.
Looking at energy for the records above, in order, we have -664.19706; -2351.33515; -7415.61396; -1784.11377 a.u..